Entry from the OMol25 dataset: a single C5H3N molecule (ωB97M-V/def2-TZVPD).

Structure (XYZ):
```
9
Properties=species:S:1:pos:R:3:forces:R:3
C -0.626 -0.905 -0.053 1.336 0.847 1.139
C -1.266 1.623 -0.051 -1.224 2.442 1.354
C -1.052 0.448 -0.014 0.075 -0.412 -0.230
C 2.379 0.845 -0.038 0.346 0.437 0.080
C 0.735 -1.066 -0.019 -1.072 -1.580 -1.313
N 1.579 0.000 0.004 -0.033 0.210 -0.173
H -1.434 -1.596 0.178 0.718 -0.659 -0.714
H -1.615 2.631 0.296 0.723 -1.526 -1.030
H 1.299 -1.979 -0.303 -0.868 0.242 0.886
```
Forces are in eV/Å.

Gap between HOMO and LUMO = 9.22 eV
HOMO = -9.5 eV
Relative energy (zero: lowest compared OMol25 entry of this formula, charge and spin) = 139.9 kJ/mol

Entry from the OMol25 dataset: a molecular structure, C17H17N4O2PdS (ωB97M-V/def2-TZVPD).

Structure (XYZ):
```
42
Properties=species:S:1:pos:R:3:forces:R:3
Pd -0.353 -0.780 -0.731 -0.322 0.146 0.166
C 0.286 -0.075 3.699 0.011 0.027 -0.041
C 0.146 0.290 2.254 0.014 0.112 0.007
O 0.045 -0.616 1.425 0.022 -0.300 -0.067
C 0.142 1.718 1.849 -0.027 -0.113 -0.144
C 0.300 2.695 2.794 0.014 0.153 0.090
C 0.321 4.071 2.458 0.000 0.002 -0.021
C 0.174 4.485 1.130 0.010 0.017 0.096
C 0.009 3.548 0.150 -0.020 -0.083 -0.016
C -0.012 2.132 0.459 -0.027 -0.039 0.129
O -0.169 1.348 -0.515 0.097 -0.085 -0.281
H 0.230 -1.153 3.806 -0.005 -0.014 -0.018
H -0.502 0.390 4.294 0.005 -0.001 -0.002
H 1.244 0.276 4.090 -0.016 0.006 0.000
H 0.416 2.427 3.836 0.007 0.030 -0.004
H 0.453 4.804 3.244 -0.006 -0.012 0.009
H 0.187 5.539 0.885 0.001 0.005 0.005
H -0.120 3.820 -0.889 0.005 -0.014 0.005
N 1.944 -3.455 -0.747 -0.102 -0.100 0.031
C 2.610 -2.368 -1.057 0.131 0.060 -0.072
C 4.036 -2.436 -1.226 -0.098 -0.010 -0.006
C 4.713 -1.310 -1.621 0.024 0.073 -0.021
C 3.982 -0.149 -1.835 -0.070 0.041 -0.016
C 2.571 -0.152 -1.620 0.189 -0.021 -0.088
N 1.898 -1.207 -1.234 0.037 0.050 0.134
H 2.417 -4.342 -0.618 -0.018 -0.016 0.008
H 0.933 -3.447 -0.680 0.004 -0.025 0.022
H 4.548 -3.377 -1.060 -0.045 0.000 0.009
H 5.784 -1.330 -1.772 0.001 -0.002 0.007
H 4.467 0.764 -2.157 -0.050 0.005 -0.008
H 1.995 0.751 -1.783 0.046 0.057 0.015
S -1.250 -1.608 -2.807 0.094 -0.008 0.092
C -2.760 -1.347 -2.043 0.043 -0.048 -0.066
N -3.940 -1.569 -2.657 -0.117 -0.022 -0.045
C -5.126 -1.352 -2.041 -0.001 -0.034 -0.095
C -5.135 -0.895 -0.755 0.003 0.015 0.079
C -3.895 -0.682 -0.152 0.071 -0.014 0.008
N -2.746 -0.900 -0.783 0.061 0.160 0.143
H -3.927 -1.908 -3.615 -0.013 0.006 0.004
H -6.022 -1.557 -2.613 0.032 -0.014 -0.041
H -6.062 -0.713 -0.233 0.005 -0.001 0.004
H -3.830 -0.329 0.871 0.010 0.011 -0.009
```
Forces are in eV/Å.

Multiplicity = 5
Gap between HOMO and LUMO (alpha / beta) = 8.65 / 5.45 eV
HOMO (alpha / beta) = -17.7 / -17.8 eV
Total charge = +3

no.,total energy (a.u.)
1,-246.9287
2,-1552.5522